Record 1
34
Properties=species:S:1:pos:R:3:forces:R:3:lowdin_charge:R:1 method="wB97M-V/def2-TZVPD" energy_ev=-39148.385 multiplicity=3 gap_ev="3.368 / 4.979" total_charge=+3 mol_weight_g_mol=369.18 e_homo_ev="-17.259 / -17.291"
C 2.435357 2.749922 0.822417 -0.611 -3.371 -0.686 -0.144
C 2.529703 1.629185 1.916856 -0.856 -1.347 -4.372 0.009
C 2.467625 0.146303 1.407684 -0.436 2.183 -1.987 0.059
C 2.319373 -0.294378 -0.115439 0.038 2.544 0.810 -0.102
C 2.226575 -1.860466 -0.519315 -0.090 0.870 -0.082 -0.192
C 1.302774 -2.742447 0.467442 0.009 -0.224 1.003 -0.377
P -0.520016 -2.932525 -0.148456 0.663 0.317 -0.839 0.934
C -1.671675 -1.916106 0.995163 -0.814 0.269 -0.113 -0.345
C -2.202040 -0.627455 0.164035 -0.866 2.580 -1.022 -0.171
C -3.644781 0.001504 0.402397 1.786 2.407 -2.818 0.113
C -4.115243 1.280792 -0.418718 2.692 -1.308 -0.371 0.043
C -3.214901 1.973993 -1.479968 2.179 -2.899 1.484 0.000
C -1.768241 1.367836 -1.747833 -2.453 -1.243 2.827 -0.212
C -1.331427 0.053730 -0.907309 -1.998 1.652 0.208 -0.164
C 2.264822 0.823400 -1.220774 -0.188 1.476 4.544 0.037
C 2.316303 2.348352 -0.713485 -0.499 -2.397 1.733 -0.132
H 2.444518 3.830580 1.183753 0.273 -1.425 -0.848 0.127
H 2.610143 1.841833 3.035984 -0.025 -0.212 -1.808 0.138
H 2.514299 -0.682665 2.183341 0.023 1.226 -1.135 0.121
H 1.817718 -1.899471 -1.596505 0.618 0.010 1.628 0.117
H 3.302222 -2.277595 -0.568968 -1.613 0.717 0.250 0.153
H 1.759240 -3.790293 0.601909 -0.708 1.634 -0.306 0.110
H 1.212015 -2.297255 1.525061 0.494 -0.637 -1.537 0.064
H -0.861346 -4.309933 0.054318 0.193 0.713 0.614 -0.022
H -2.581167 -2.578039 1.258135 1.349 1.197 -0.344 0.113
H -1.156505 -1.621404 1.977593 -0.867 -0.177 -1.369 0.101
H -4.386710 -0.438374 1.142605 1.179 0.528 -1.024 0.139
H -5.168736 1.717795 -0.270107 1.785 -0.899 -0.102 0.141
H -3.517887 2.888205 -2.103296 0.179 -1.536 1.163 0.143
H -1.057157 1.846832 -2.533465 -1.334 -1.128 1.037 0.139
H -0.303787 -0.375224 -1.146813 -1.576 0.374 0.272 0.064
H 2.155624 0.572946 -2.330705 0.273 0.440 1.742 0.142
H 2.237374 3.151804 -1.527272 0.448 -1.055 1.354 0.126
Pr -0.414064 2.418617 0.209733 0.756 -1.279 0.093 1.726

=====

Record 2
42
Properties=species:S:1:pos:R:3:forces:R:3:lowdin_charge:R:1 method="wB97M-V/def2-TZVPD" energy_ev=-114057.547 gap_ev=3.869 total_charge=-1 mol_weight_g_mol=432.16 e_homo_ev=-3.658
C 5.966549 -1.022257 2.496717 -0.486 0.921 0.657 -0.162
O 4.534161 -1.271600 2.243735 2.791 -0.862 -0.446 -0.389
C 4.279054 -2.659468 1.824285 -0.614 -0.898 0.713 -0.371
Al 2.516608 -2.578070 0.699056 0.967 0.712 0.184 -0.109
Br 2.528195 -0.450865 -0.512354 3.161 -2.543 2.452 0.373
P 0.790318 -2.513450 2.316129 0.111 0.184 0.561 0.653
C 0.085412 -0.718290 2.423345 -1.021 -0.214 0.315 -0.411
O -0.388912 -3.640140 1.703740 -0.305 -0.371 1.735 -0.515
H 6.687885 -1.434093 1.664900 -1.525 0.505 1.560 0.087
H 6.095812 0.163084 2.508906 -0.259 -2.530 0.099 0.094
H 6.225504 -1.457236 3.573191 -0.166 0.788 -2.237 0.093
H 5.159458 -3.175176 1.251299 -1.222 1.143 1.101 0.057
H 4.023011 -3.295697 2.796022 0.848 1.022 -1.721 0.059
H 2.377745 -3.814849 -0.281734 -0.070 -0.176 -0.196 -0.121
H 0.907838 0.092230 2.130981 -1.924 -1.839 0.541 0.047
H -0.876566 -0.662986 1.746269 2.176 0.047 1.186 0.016
H -0.295179 -0.582382 3.542622 0.886 0.033 -2.436 0.029
H -0.578880 -4.255026 2.482334 0.366 1.464 -1.699 0.022
C 0.700610 1.224822 -5.159137 0.222 -0.108 0.257 0.011
C 1.203218 0.830259 -3.985242 0.128 0.151 -0.404 0.035
C 0.362983 0.772018 -2.772879 0.101 -0.387 0.772 -0.373
O 0.822665 0.412912 -1.697590 -3.399 2.471 -2.913 -0.256
C -1.053743 1.164902 -2.908281 -0.378 -0.018 -0.457 0.033
C -1.556351 1.559465 -4.082177 -0.074 -0.050 0.418 0.014
C -0.716116 1.617706 -5.294540 -0.165 0.163 -0.585 -0.397
O -1.175798 1.976812 -6.369829 0.167 -0.140 0.461 0.074
H 1.303299 1.273941 -6.057804 -0.051 0.001 -0.006 0.116
H 2.240135 0.538218 -3.869778 -0.041 -0.035 0.081 0.123
H -1.656432 1.115783 -2.009614 0.061 0.015 -0.027 0.091
H -2.593268 1.851507 -4.197640 0.025 0.032 -0.048 0.116
C -5.090025 2.256634 1.760917 0.259 0.079 0.392 0.013
C -3.958571 2.138654 2.462499 -0.542 0.128 -0.049 0.024
C -2.778455 1.450581 1.902952 1.067 -0.108 0.676 -0.363
O -1.743106 1.340385 2.545152 -1.227 0.658 -0.489 0.085
C -2.896511 0.899687 0.538261 -0.213 -0.094 -0.467 0.025
C -4.027965 1.017667 -0.163321 0.390 -0.077 0.111 0.017
C -5.208082 1.705740 0.396226 -0.618 0.016 -0.472 -0.391
O -6.243431 1.815936 -0.245974 0.526 -0.032 0.364 0.084
H -5.965006 2.757617 2.156739 -0.005 -0.013 -0.048 0.117
H -3.855940 2.537972 3.464412 0.042 -0.032 -0.028 0.121
H -2.021530 0.398704 0.142439 0.057 -0.011 0.073 0.110
H -4.130596 0.618349 -1.165234 -0.046 0.003 0.019 0.119

=====

Record 3
36
Properties=species:S:1:pos:R:3:forces:R:3:lowdin_charge:R:1 method="wB97M-V/def2-TZVPD" energy_ev=-33519.908 multiplicity=3 gap_ev="8.062 / 5.692" total_charge=+3 e_above_lowest_ev=0.000 mol_weight_g_mol=444.74 e_homo_ev="-19.099 / -20.358"
Au -0.663506 -0.603490 0.812634 0.098 0.024 0.115 0.984
C 3.146359 1.160245 -1.952029 -0.006 0.114 -0.019 -0.035
C 2.275684 -0.085866 -1.964286 0.054 -0.268 -0.114 -0.349
C 2.381958 -0.814175 -3.375504 0.042 0.098 0.023 0.028
C 0.831493 0.095429 -1.809014 0.066 0.105 0.031 -0.143
C 0.024886 -1.006660 -1.312582 -0.117 -0.050 -0.039 -0.120
C -1.369501 -0.909888 -1.294135 0.010 -0.016 -0.035 -0.138
C -2.024182 0.294531 -1.778631 -0.017 -0.063 0.005 -0.186
C -3.493925 0.332115 -1.872597 -0.006 0.046 0.030 0.014
C -1.213316 1.358632 -2.226346 0.046 0.042 -0.031 0.057
C 0.157085 1.262966 -2.251430 -0.083 0.009 -0.006 0.075
H 4.191134 0.866530 -2.035455 -0.007 -0.024 0.022 0.106
H 3.028841 1.727686 -1.028489 0.007 0.008 0.002 0.096
H 2.940915 1.817939 -2.797482 -0.017 -0.009 0.006 0.096
H 2.631851 -0.824765 -1.239289 -0.030 0.035 0.025 0.154
H 2.040459 -0.152706 -4.170333 -0.012 -0.011 0.002 0.105
H 1.834490 -1.753933 -3.413903 -0.010 -0.004 0.010 0.093
H 3.443644 -1.017503 -3.516849 -0.006 -0.017 0.006 0.114
H 0.506734 -1.971327 -1.181881 0.013 0.003 -0.008 0.139
H -1.976972 -1.800596 -1.158114 0.000 -0.003 -0.021 0.139
H -3.962686 0.026478 -0.931816 0.005 -0.016 -0.007 0.117
H -3.823312 -0.414315 -2.609886 0.012 0.003 -0.022 0.139
H -3.869621 1.305298 -2.176124 -0.006 -0.004 -0.001 0.110
H -1.694661 2.259439 -2.587785 -0.006 -0.005 -0.002 0.151
H 0.742531 2.089050 -2.633774 0.010 0.000 0.007 0.145
Cl -0.671420 -2.775794 6.039436 -0.007 0.075 -0.062 1.089
C -0.611032 -1.385178 5.156518 0.024 -0.091 0.131 -0.560
C -0.528795 -0.112050 5.771945 -0.010 0.055 0.027 0.032
C -0.474278 0.979142 4.948547 0.004 0.006 0.006 0.058
C -0.502462 0.802682 3.554627 0.004 -0.011 0.034 0.013
N -0.584478 -0.414228 2.950570 -0.043 -0.012 -0.038 -0.068
C -0.636787 -1.487530 3.720860 -0.003 -0.019 -0.059 -0.047
H -0.511696 -0.028602 6.852889 0.005 0.003 -0.001 0.157
H -0.408991 1.984440 5.345755 0.000 -0.003 0.007 0.156
H -0.456812 1.663890 2.900640 -0.008 -0.008 -0.012 0.141
H -0.699639 -2.467893 3.263298 -0.005 0.007 -0.015 0.138